72
Properties=species:S:1:pos:R:3:forces:R:3 method="wB97M-V/def2-TZVPD" smiles="COC(=O)OC.COC(=O)OC.COC(=O)OC.COC(=O)OC.COC(=O)OC.COC(=O)OC" orbital_gap_ev=10.981 de_lowest_kcal_mol=85.5 total_energy_ha=-2061.68111 e_homo_ev=-10.6611
C 9.154920 16.036190 -28.039170 1.884 -0.473 0.443
O 9.542960 16.744140 -26.828560 -0.269 1.928 -0.069
C 10.368390 17.816860 -27.034720 -0.838 0.366 -1.070
O 10.935800 18.082540 -28.086800 -0.735 -0.355 1.938
O 10.327970 18.582350 -25.916850 -0.801 -1.361 -0.241
C 10.726310 19.924420 -26.026950 1.547 0.548 -0.858
H 8.167730 15.575620 -28.001450 0.123 0.325 0.659
H 9.961440 15.307200 -27.960510 -0.515 -0.767 -1.314
H 9.257590 16.646000 -28.936770 0.057 0.055 0.247
H 10.813470 20.376250 -25.038840 -0.185 -0.356 -0.063
H 10.107910 20.541440 -26.678860 -0.502 -0.288 0.136
H 11.699020 19.907890 -26.518560 0.238 0.383 0.190
C 22.451230 19.932770 -29.469280 0.457 0.654 -0.166
O 21.231290 19.667570 -28.800850 -1.886 0.120 0.459
C 20.087080 20.389330 -29.060370 -0.007 -0.429 -1.008
O 20.044230 21.404270 -29.726850 -0.248 -1.424 1.140
O 19.028870 19.678060 -28.499980 1.224 0.894 -0.967
C 17.639970 19.936430 -28.832360 -0.189 0.602 1.103
H 23.196520 19.257380 -29.049180 -0.306 -0.144 -0.001
H 22.825350 20.941590 -29.294880 -0.288 0.154 0.040
H 22.388670 19.779800 -30.546680 -0.244 -0.074 0.031
H 17.238030 19.404560 -29.694720 0.651 -0.125 -0.078
H 17.336010 20.982030 -28.881620 0.758 0.246 -0.425
H 17.106990 19.618560 -27.936260 0.068 -0.470 -0.128
C 13.829120 33.192930 -23.783130 0.221 -0.754 0.964
O 13.898120 34.510830 -24.307100 -0.438 0.385 -0.895
C 12.833340 34.987640 -24.965300 -2.924 0.711 -0.124
O 11.765740 34.421880 -25.213300 2.535 0.502 0.301
O 13.015600 36.321740 -25.186610 1.491 -0.376 0.813
C 12.200220 37.081100 -26.068780 -0.983 -1.047 -0.674
H 12.962390 33.037770 -23.140630 -0.164 0.243 -0.207
H 14.711630 33.085960 -23.152390 -0.011 0.241 -0.028
H 13.885820 32.359640 -24.483500 -0.226 0.494 -0.590
H 12.152580 36.504220 -26.992380 -0.244 0.313 -0.219
H 12.571900 38.084640 -26.275790 0.758 -0.367 0.410
H 11.184790 37.228320 -25.700920 -0.015 -0.352 0.249
C 19.326080 22.894670 -11.450920 -0.893 0.476 -0.523
O 18.322910 21.979400 -10.968420 0.418 -0.843 1.547
C 17.334640 21.409110 -11.668430 -0.043 1.261 -1.678
O 16.895670 21.890880 -12.704090 0.403 -1.118 1.227
O 16.909620 20.283200 -11.043280 0.171 -0.029 -1.156
C 16.027730 19.407150 -11.835210 -0.800 0.533 0.663
H 18.874370 23.824350 -11.796980 -0.275 -0.307 -0.701
H 19.945950 22.400200 -12.198820 -0.137 0.196 -0.048
H 19.944300 23.287340 -10.643630 -0.136 -0.958 0.474
H 15.021930 19.487200 -11.422830 -0.047 0.428 0.023
H 16.245980 18.351090 -11.676520 0.880 0.288 -0.031
H 15.963430 19.677720 -12.889140 0.461 0.074 0.198
C 14.776510 25.339930 -31.370460 -0.525 -0.089 1.264
O 13.968420 26.451750 -30.837310 -0.462 -0.147 0.094
C 13.358180 26.276310 -29.642750 0.458 -1.097 1.644
O 13.539640 25.284910 -28.920480 -0.869 2.652 -1.505
O 12.577230 27.398000 -29.371630 1.316 -0.838 -1.678
C 12.030780 27.707520 -28.115420 -0.359 -0.974 1.957
H 15.508310 25.043360 -30.619050 0.203 0.317 -0.111
H 15.242750 25.647650 -32.306420 -0.275 0.293 0.302
H 14.170940 24.443670 -31.505000 -0.300 0.250 -0.218
H 11.122630 27.151890 -27.881680 0.007 -0.446 -0.389
H 11.716790 28.737890 -27.948520 0.489 0.285 -1.159
H 12.708090 27.500610 -27.286840 0.325 -0.213 -0.188
C 16.674050 24.788340 -19.349230 0.048 0.441 -0.607
O 15.749960 25.736780 -19.961330 -0.267 -1.013 -0.783
C 15.407220 25.681480 -21.283870 -1.246 1.732 0.243
O 14.430090 26.366430 -21.644620 3.317 -2.645 0.041
O 16.313770 24.916260 -21.992830 -0.724 1.466 2.034
C 16.208410 24.710160 -23.371390 -0.672 -0.887 -0.945
H 16.743200 23.845580 -19.891930 -0.074 0.218 -0.131
H 16.337410 24.569940 -18.335780 -0.156 0.348 -0.134
H 17.641690 25.289930 -19.336570 0.074 -0.280 0.137
H 15.807240 23.701840 -23.473620 -0.532 0.114 -0.375
H 17.185970 24.615980 -23.844260 0.217 0.607 0.417
H 15.593390 25.459050 -23.870400 0.011 -0.095 0.093

---

56
Properties=species:S:1:pos:R:3:forces:R:3 method="wB97M-V/def2-TZVPD" orbital_gap_ev=6.976 de_lowest_kcal_mol=501.5 total_energy_ha=-1169.74961 e_homo_ev=-6.8945
C -8.701103 2.976987 -2.839930 1.073 0.341 4.017
C -7.351308 2.470880 -3.095779 0.303 -4.880 -0.025
C -6.351699 3.490761 -3.064232 7.732 -7.546 6.408
C -5.986352 4.110851 -1.663765 0.351 2.659 -2.639
O -5.403362 3.196719 -0.889957 1.592 -3.401 3.852
C -4.104303 2.779421 -0.671931 -2.388 -1.945 1.147
C -3.063660 3.371521 -1.375425 -3.057 0.838 -2.839
C -1.882416 2.705774 -1.516920 1.849 0.956 1.670
C -1.526565 1.678238 -0.595995 -4.297 3.200 -1.311
C -2.572416 1.291743 0.258574 -0.793 0.221 -1.690
C -3.919382 1.533715 0.287737 7.319 9.113 -8.962
H -4.592624 1.159372 0.799393 -6.281 -3.479 4.892
H -2.250829 0.598769 0.873989 1.330 -3.551 3.523
C -0.208213 1.281603 -0.436028 7.349 2.815 -3.251
O 0.792764 2.036834 -0.928720 -4.183 -2.846 2.310
N 0.102456 0.075484 0.042081 -5.467 -0.553 -0.024
C 1.283589 -0.514503 0.077440 -1.302 -8.860 3.629
C 1.197045 -1.953153 0.560267 -1.806 3.990 -2.137
C 2.138097 -2.825739 0.628656 7.689 0.591 1.711
C 3.540071 -2.236720 0.602416 -0.307 -1.739 -4.580
C 3.671063 -0.948329 -0.022206 -0.892 -3.490 4.189
C 2.520687 -0.206075 0.066998 2.991 7.025 -4.018
H 2.510480 0.818250 -0.377574 1.223 -0.164 0.765
H 4.590229 -0.454835 0.029581 1.273 0.671 -0.721
N 4.636586 -3.192692 0.452395 0.124 17.055 -1.861
C 4.616677 -4.374782 0.800717 9.110 -3.409 6.319
C 4.836499 -4.600191 2.274115 -9.459 -12.608 -1.015
N 5.388344 -3.893231 3.099752 8.996 12.685 6.026
C 4.759999 -2.784467 3.929141 -11.571 -9.588 -12.371
H 3.997344 -2.152978 3.223082 1.697 -1.072 1.469
H 5.273705 -2.234642 4.333532 10.248 9.656 7.815
H 4.134070 -3.401070 4.429310 -2.182 -0.976 2.819
C 6.471889 -3.165379 2.290156 -4.086 0.942 -1.658
C 6.021255 -2.260949 1.044605 -3.083 -6.689 1.648
H 6.729691 -2.244420 0.273180 0.839 0.660 -0.959
H 5.560026 -1.455196 1.509883 -0.328 1.897 -0.117
H 7.124544 -2.560133 2.728947 1.900 3.125 3.395
H 7.127485 -3.875543 2.145218 3.182 -4.244 -2.293
H 3.723367 -4.844158 2.771845 1.815 0.601 -1.233
H 5.233544 -5.853165 2.608891 -0.777 2.453 -2.053
H 5.549427 -4.633311 0.432602 1.619 -2.773 -1.529
H 3.880067 -4.868241 0.621514 -8.319 -6.116 -3.183
H 2.260516 -3.787119 1.070375 -1.500 -0.872 -0.030
H 0.289472 -2.355539 0.666974 -4.089 -1.155 0.592
H -0.737742 -0.628797 0.072370 2.267 1.940 0.108
H -1.210365 3.318433 -2.103033 0.799 -1.070 -0.328
H -3.415904 4.181618 -2.238682 1.212 -2.025 2.651
H -5.315252 5.124634 -1.689326 -1.810 -2.153 -0.384
H -6.977531 4.303063 -1.275919 0.057 0.618 0.912
H -6.399104 4.213408 -3.583446 -1.733 9.542 -7.641
H -5.270061 3.043631 -3.418626 -2.407 0.702 0.667
H -7.058418 1.641465 -2.285205 -0.650 1.629 -1.656
H -7.327115 1.857862 -4.121710 -0.056 1.428 2.061
H -9.383635 2.239755 -2.932052 -2.419 -2.497 0.175
H -8.866008 3.557287 -1.884547 0.431 -1.135 -0.431
H -8.977092 3.666356 -3.480733 -1.128 3.481 -3.832

---

70
Properties=species:S:1:pos:R:3:forces:R:3 method="wB97M-V/def2-TZVPD" charge=-2 multiplicity=2 orbital_gap_ev="6.766 / 7.252" de_lowest_kcal_mol=0.0 total_energy_ha=-6333.51780 e_homo_ev="-2.5767 / -3.1008"
Ca -0.608332 -1.381902 0.390838 -0.312 0.957 0.011
C -3.776499 2.382723 0.693977 -0.045 -0.001 0.112
Si -2.081843 2.355584 -0.102955 0.047 -0.054 -0.074
C -2.205476 2.063541 -1.911984 0.059 0.069 -0.082
C -1.148649 3.955811 0.306506 -0.046 0.097 0.053
C -1.955429 5.070433 0.574128 -0.003 0.024 0.027
C -1.438332 6.301475 0.950849 0.035 -0.028 -0.007
C -0.068121 6.444307 1.086379 -0.012 -0.015 0.000
C 0.750603 5.364981 0.793073 0.038 0.013 0.004
C 0.252284 4.123024 0.382221 0.006 -0.023 -0.048
Si 1.638979 2.904468 -0.064662 -0.398 -0.230 -0.224
C 2.456022 2.345972 1.503876 0.006 -0.032 0.097
C 2.768080 3.742102 -1.279497 0.051 0.093 -0.060
H -4.096390 3.360442 1.053235 -0.022 0.000 -0.026
H -3.750600 1.718055 1.561561 -0.002 0.014 -0.002
H -4.534940 2.000925 0.007488 0.028 -0.016 -0.011
H -2.693198 2.944864 -2.345932 -0.027 -0.049 -0.034
H -2.812108 1.178169 -2.106101 0.005 -0.001 0.005
H -1.234423 1.955458 -2.399938 -0.006 0.025 -0.027
H -3.032092 4.984712 0.492977 0.006 -0.023 -0.003
H -2.104075 7.134089 1.147065 0.002 -0.004 0.001
H 0.363320 7.386911 1.403139 -0.005 0.002 -0.005
H 1.825673 5.503202 0.877136 -0.011 -0.010 -0.005
H 2.518113 3.175118 2.215218 0.047 -0.016 -0.003
H 3.454527 1.961577 1.295577 0.001 -0.002 0.018
H 1.871616 1.546788 1.968697 0.004 0.018 -0.018
H 2.741288 4.829895 -1.188535 0.020 -0.004 -0.020
H 2.430155 3.465966 -2.284862 -0.003 0.022 0.015
H 3.794162 3.392120 -1.164821 -0.006 -0.005 -0.002
N -0.881693 -3.394938 -1.086996 -0.040 -0.079 0.301
C 0.041973 -4.498417 -0.810006 0.038 0.055 -0.056
C 0.241103 -4.724832 0.683157 -0.059 -0.079 0.037
C 1.010694 -3.641523 1.450182 0.081 0.090 -0.219
O 1.369960 -3.901036 2.606628 0.024 -0.079 -0.019
O 1.192953 -2.533839 0.841396 0.451 -0.461 0.394
H -1.808488 -3.556629 -0.696564 -0.013 -0.090 -0.064
H -1.005369 -3.234756 -2.077930 0.054 0.061 -0.013
H 1.001673 -4.242082 -1.263669 0.002 0.002 -0.015
H -0.300308 -5.440471 -1.260263 0.017 -0.018 -0.018
H 0.766436 -5.668636 0.847810 -0.030 -0.013 -0.009
H -0.731231 -4.816226 1.179538 0.008 0.012 0.006
Cl 0.984609 1.743128 -4.272343 0.009 0.017 0.074
C 0.966033 -0.228317 -2.235343 0.254 -0.290 -0.028
Cl 1.846573 -1.542249 -2.881290 -0.206 0.214 0.072
C 1.666411 0.728429 -1.417661 -0.212 -0.149 -0.180
O 2.859904 0.747957 -1.184767 0.023 0.036 0.019
O 0.827975 1.639681 -0.866313 0.305 0.189 0.252
H -0.103533 -0.232311 -2.377703 0.012 0.090 -0.024
N -0.360846 -1.071497 4.815375 0.035 0.073 -0.043
C 0.188202 -1.149857 3.568546 -0.051 -0.044 0.015
N 0.123472 -0.025337 2.910414 0.152 -0.061 0.012
C -0.506377 0.861388 3.774853 -0.071 0.057 -0.180
C -0.826419 2.207190 3.605927 0.014 0.004 0.013
C -1.472157 2.859431 4.641085 -0.007 -0.033 0.032
C -1.799540 2.194772 5.833025 0.004 0.027 -0.026
C -1.481593 0.860666 6.021150 0.015 0.011 -0.046
C -0.832871 0.215570 4.974384 -0.010 -0.131 0.113
H -0.485399 -1.854736 5.428836 -0.034 -0.003 0.005
H 0.626066 -2.075213 3.211761 0.041 0.039 0.000
H -0.577446 2.723536 2.688444 0.002 -0.016 0.011
H -1.735785 3.903551 4.523825 -0.002 0.001 0.012
H -2.312255 2.735094 6.619908 0.000 0.000 -0.006
H -1.734300 0.343754 6.938987 -0.003 0.006 -0.001
F -1.314374 1.173580 0.710441 0.092 -0.085 -0.045
As -4.012807 -1.233654 0.426422 0.254 -0.448 -0.430
F -1.880406 -2.223941 1.842435 -0.116 -0.065 -0.033
F -5.544628 -1.789555 1.186417 -0.063 -0.001 0.073
F -3.805386 -2.854577 -0.237456 -0.164 0.283 0.110
F -4.927085 -0.621490 -0.946330 -0.081 -0.017 0.011
F -2.298689 -0.874184 -0.944260 -0.181 0.073 0.203